No. 1
This record from OMol25 describes a molecular structure, C3LiO6Rh in a non-equilibrium geometry. The level of theory is wB97M-V/def2-TZVPD.

Structure (ORCA input):
```
! wB97M-V def2-TZVPD RIJCOSX def2/J DEFGRID3
* xyz 1 6
O 1.03 -1.57 1.18
C 1.21 -1.38 -0.06
O -0.12 -1.19 -0.53
C -0.67 -1.63 -1.83
O -0.29 -2.74 -2.18
O -1.57 -0.87 -2.16
Rh -0.67 -0.53 1.22
C 0.93 1.94 0.94
O 1.16 3.14 0.83
O -0.15 1.43 1.38
Li -0.86 3.39 1.21
*
```

Results
Energy above the lowest of the compared OMol25 structures with the same formula, charge and spin (kJ/mol): 29.90
LUMO (alpha / beta) (eV): -4.74 / -8.67
⟨S²⟩: 8.79
Max |F| (eV/A): 3.9
Orbital gap (alpha / beta) (hartree): 0.314 / 0.177

These are the Mulliken partial charges, in e, on atoms 1 to 4: number 1, O, carries -0.41; number 2, C, carries 0.07; number 3, O, carries 0.00; number 4, C, carries 0.68



No. 2
This record from OMol25 describes C3N2O in the gas phase in a non-equilibrium geometry. The level of theory is wB97M-V/def2-TZVPD.

Structure (ORCA input):
```
! wB97M-V def2-TZVPD RIJCOSX def2/J DEFGRID3
* xyz 0 1
N 0.35 1.15 1.87
C 0.32 -0.04 1.23
C 0.02 -0.74 0.00
O 0.01 -1.97 -0.20
C -0.54 0.43 -0.98
N -0.17 1.17 -1.92
*
```

Results
SMILES: N#CC(=O)C#N
Energy above the lowest of the compared OMol25 structures with the same formula, charge and spin (kJ/mol): 328.60
LUMO (eV): -2.65
Max |F| (eV/A): 13.7
Orbital gap (hartree): 0.357

These are the Mulliken partial charges, in e, on atoms 1 to 4: number 1, N, carries -0.27; number 2, C, carries 0.28; number 3, C, carries 0.49; number 4, O, carries -0.40



No. 3
This record from OMol25 describes a molecular structure, C3N2OS in a non-equilibrium geometry. The level of theory is wB97M-V/def2-TZVPD.

Structure (ORCA input):
```
! wB97M-V def2-TZVPD RIJCOSX def2/J DEFGRID3
* xyz 0 1
C -1.64 -0.38 -0.20
C 2.11 -0.47 -0.10
C -0.67 0.58 -0.01
N -2.35 -1.17 -0.60
N 2.72 0.34 -0.66
O -0.15 1.60 -0.10
S 0.68 -1.19 0.60
*
```

Results
Energy above the lowest of the compared OMol25 structures with the same formula, charge and spin (kJ/mol): 96.08
LUMO (eV): -2.19
Max |F| (eV/A): 4.0
Orbital gap (hartree): 0.289

These are the Mulliken partial charges, in e, on atoms 1 to 4: number 1, C, carries 0.23; number 2, C, carries 0.32; number 3, C, carries 0.48; number 4, N, carries -0.23



No. 4
This record from OMol25 describes 2 unconnected molecules or ions with the total composition C3N2OS3 in a non-equilibrium geometry. The level of theory is wB97M-V/def2-TZVPD.

Structure (ORCA input):
```
! wB97M-V def2-TZVPD RIJCOSX def2/J DEFGRID3
* xyz -2 1
C 0.74 -0.74 1.12
C -2.24 1.69 0.65
C 1.33 -1.54 -1.15
N -1.50 0.81 0.85
N 1.12 -0.91 -0.02
O 0.77 -0.50 2.26
S -3.37 2.80 0.09
S 2.09 -0.69 -2.34
S 0.72 -3.10 -1.43
*
```

Results
Energy above the lowest of the compared OMol25 structures with the same formula, charge and spin (kJ/mol): 25.34
LUMO (eV): 5.41
Max |F| (eV/A): 4.1
Orbital gap (hartree): 0.226

These are the Mulliken partial charges, in e, on atoms 1 to 4: number 1, C, carries 0.63; number 2, C, carries 0.02; number 3, C, carries -0.01; number 4, N, carries -0.46



No. 5
This record from OMol25 describes 2 unconnected molecules or ions with the total composition C3NO4S in a non-equilibrium geometry. The level of theory is wB97M-V/def2-TZVPD.

Structure (ORCA input):
```
! wB97M-V def2-TZVPD RIJCOSX def2/J DEFGRID3
* xyz -1 1
C -0.60 2.02 0.13
C 1.76 -0.73 -0.02
C 0.21 1.09 -0.15
N 1.30 0.41 0.07
O -1.57 2.75 0.06
O 2.54 -1.62 0.02
O -0.41 -1.93 0.67
O -1.77 -1.03 -1.08
S -1.44 -0.97 0.31
*
```

Results
Energy above the lowest of the compared OMol25 structures with the same formula, charge and spin (kJ/mol): 144.56
LUMO (alpha / beta) (eV): 3.36 / 3.36
Max |F| (eV/A): 3.7
Orbital gap (alpha / beta) (hartree): 0.252 / 0.252

These are the Mulliken partial charges, in e, on atoms 1 to 4: number 1, C, carries 0.69; number 2, C, carries 0.71; number 3, C, carries -0.52; number 4, N, carries -0.35



No. 6
This record from OMol25 describes C3O2 in the gas phase in a non-equilibrium geometry. The level of theory is wB97M-V/def2-TZVPD.

Structure (ORCA input):
```
! wB97M-V def2-TZVPD RIJCOSX def2/J DEFGRID3
* xyz 0 1
O -2.03 -1.46 -0.03
C -1.04 -0.78 0.02
C 0.07 -0.03 0.12
C 1.05 0.77 -0.03
O 1.95 1.49 -0.08
*
```

Results
SMILES: O=C=C=C=O
Energy above the lowest of the compared OMol25 structures with the same formula, charge and spin (kJ/mol): 0.00
LUMO (eV): -0.02
Max |F| (eV/A): 5.3
Orbital gap (hartree): 0.382

These are the Mulliken partial charges, in e, on atoms 1 to 4: number 1, O, carries -0.41; number 2, C, carries 0.47; number 3, C, carries -0.41; number 4, C, carries 0.74



No. 7
This record from OMol25 describes a gas-phase ion, C3O3S2 (charge -2) in a non-equilibrium geometry. The level of theory is wB97M-V/def2-TZVPD.

Structure (ORCA input):
```
! wB97M-V def2-TZVPD RIJCOSX def2/J DEFGRID3
* xyz -2 1
C 0.29 -1.41 0.54
C 1.24 0.69 -0.56
C -1.13 0.54 0.02
O -2.28 1.00 0.09
O -0.95 -0.76 0.38
O -0.06 1.22 -0.30
S 0.38 -2.98 0.01
S 2.51 1.70 -0.18
*
```

Results
LUMO (eV): 5.80
Max |F| (eV/A): 1.8
Orbital gap (hartree): 0.164

These are the Mulliken partial charges, in e, on atoms 1 to 4: number 1, C, carries -0.56; number 2, C, carries -0.55; number 3, C, carries 0.67; number 4, O, carries -0.69



No. 8
This record from OMol25 describes 13 unconnected molecules or ions with the total composition C40H104N2O13 in a non-equilibrium geometry. The level of theory is wB97M-V/def2-TZVPD.

Structure (ORCA input):
```
! wB97M-V def2-TZVPD RIJCOSX def2/J DEFGRID3
* xyz 0 1
C -0.56 1.28 1.07
C 0.41 0.11 0.87
C -0.38 -1.18 0.62
C -0.86 -1.36 -0.82
C 0.35 -1.20 -1.76
C 1.08 0.13 -1.57
N 1.42 0.33 -0.18
O 2.07 1.57 0.03
C 2.39 0.03 -2.37
C 0.26 1.27 -2.20
C 1.18 -0.13 2.18
H -1.29 1.39 0.27
H -0.02 2.22 1.20
H -1.12 1.14 2.00
H 0.08 -2.11 0.96
H -1.28 -1.13 1.24
H -1.65 -0.65 -1.06
H -1.25 -2.36 -1.01
H -0.03 -1.19 -2.78
H 1.03 -2.04 -1.66
H 2.93 0.98 -2.39
H 3.00 -0.72 -1.87
H 2.20 -0.22 -3.42
H 0.77 2.21 -2.00
H 0.09 1.20 -3.28
H -0.74 1.37 -1.78
H 1.82 -1.01 2.11
H 0.48 -0.24 3.01
H 1.84 0.70 2.47
H 2.81 1.30 0.59
C -4.07 -1.84 -2.69
C -3.89 -0.85 -3.86
C -4.62 -1.34 -5.12
C -6.13 -1.22 -5.03
C -6.52 0.23 -4.69
C -5.81 0.75 -3.42
N -4.38 0.48 -3.56
O -3.65 1.04 -2.48
C -6.05 2.26 -3.35
C -6.48 0.11 -2.19
C -2.41 -0.73 -4.22
H -4.19 -1.26 -1.77
H -3.29 -2.59 -2.55
H -4.94 -2.49 -2.83
H -4.35 -0.73 -5.98
H -4.27 -2.36 -5.29
H -6.60 -1.83 -4.24
H -6.66 -1.53 -5.93
H -7.59 0.24 -4.47
H -6.40 0.89 -5.55
H -5.73 2.66 -2.39
H -5.53 2.74 -4.18
H -7.11 2.47 -3.49
H -6.56 -0.97 -2.27
H -5.88 0.31 -1.29
H -7.45 0.54 -1.94
H -1.89 -0.45 -3.31
H -2.19 0.02 -4.98
H -2.01 -1.70 -4.52
H -3.67 1.99 -2.63
C 7.30 0.53 -1.68
C 6.15 -0.02 -2.49
O 6.11 -1.45 -2.36
H 7.36 1.61 -1.77
H 8.25 0.04 -1.92
H 7.15 0.29 -0.63
H 6.06 0.22 -3.55
H 5.22 0.37 -2.05
H 6.17 -1.60 -1.40
C 2.82 -1.69 5.08
C 3.41 -2.83 5.87
O 4.33 -3.53 5.04
H 2.20 -2.06 4.26
H 3.63 -1.10 4.64
H 2.28 -0.99 5.72
H 2.61 -3.48 6.25
H 3.91 -2.42 6.76
H 4.57 -4.35 5.49
C -2.86 3.60 -0.69
C -2.15 4.08 -1.93
O -2.91 3.81 -3.12
H -3.88 3.99 -0.64
H -2.36 4.01 0.18
H -2.94 2.51 -0.59
H -1.14 3.65 -1.96
H -2.04 5.16 -1.88
H -2.32 3.91 -3.87
C -0.32 4.05 4.33
C -1.66 4.43 4.97
O -2.40 5.24 4.07
H 0.08 4.94 3.84
H -0.47 3.28 3.56
H 0.42 3.67 5.04
H -1.48 4.93 5.92
H -2.23 3.52 5.20
H -2.86 4.71 3.43
C 2.09 -4.46 1.90
C 1.00 -4.46 2.95
O -0.19 -5.01 2.39
H 3.10 -4.25 2.26
H 1.96 -3.68 1.15
H 2.13 -5.39 1.32
H 0.83 -3.45 3.32
H 1.33 -5.08 3.78
H -0.93 -4.45 2.64
C 2.73 3.55 2.65
C 3.91 2.73 3.15
O 4.48 1.98 2.07
H 1.92 2.89 2.33
H 2.99 4.16 1.78
H 2.27 4.20 3.39
H 3.54 2.00 3.87
H 4.69 3.33 3.61
H 5.00 2.59 1.53
C 1.98 3.23 -5.03
C 1.06 4.09 -4.18
O 0.51 5.18 -4.93
H 1.42 2.60 -5.72
H 2.61 2.58 -4.42
H 2.67 3.88 -5.58
H 1.55 4.53 -3.32
H 0.21 3.47 -3.87
H -0.24 4.87 -5.45
C -1.66 0.55 4.94
C -0.45 0.32 5.82
O -0.50 1.10 7.01
H -1.64 -0.08 4.05
H -1.73 1.59 4.64
H -2.59 0.28 5.46
H 0.44 0.66 5.29
H -0.30 -0.74 6.03
H -1.03 0.63 7.66
C -3.87 -1.88 1.14
C -5.36 -1.91 0.91
O -5.89 -0.71 1.46
H -3.46 -1.00 0.64
H -3.34 -2.75 0.73
H -3.61 -1.83 2.20
H -5.84 -2.79 1.36
H -5.56 -1.96 -0.16
H -6.85 -0.74 1.45
C 4.57 -1.57 2.01
C 5.93 -2.21 1.73
O 6.08 -2.43 0.33
H 4.55 -1.04 2.97
H 3.81 -2.35 2.07
H 4.31 -0.83 1.25
H 5.94 -3.20 2.22
H 6.75 -1.63 2.13
H 5.38 -3.06 0.06
C 2.27 -4.48 -1.81
C 3.74 -4.07 -1.77
O 4.39 -4.42 -0.54
H 1.94 -4.31 -2.84
H 1.71 -3.88 -1.10
H 2.16 -5.52 -1.51
H 3.85 -3.00 -1.92
H 4.30 -4.56 -2.58
H 4.21 -5.32 -0.25
*
```

Results
LUMO (eV): 0.37
Max |F| (eV/A): 1.7
Orbital gap (hartree): 0.312

These are the Mulliken partial charges, in e, on atoms 1 to 4: number 1, C, carries -0.87; number 2, C, carries 3.20; number 3, C, carries -0.98; number 4, C, carries 1.21



No. 9
This record from OMol25 describes 9 unconnected molecules or ions with the total composition C40H106N8O13 in a non-equilibrium geometry. The level of theory is wB97M-V/def2-TZVPD.

Structure (ORCA input):
```
! wB97M-V def2-TZVPD RIJCOSX def2/J DEFGRID3
* xyz 0 1
C -0.81 2.31 -2.38
O -0.85 1.10 -1.60
C 0.03 0.96 -0.56
C 0.02 -0.54 -0.16
C 0.82 -0.65 1.14
N 0.69 -1.28 -1.20
H -1.75 2.50 -2.91
H -0.13 2.02 -3.17
H -0.47 3.21 -1.86
H 1.00 1.23 -0.97
H -0.32 1.62 0.24
H -1.04 -0.78 -0.05
H 0.21 -0.15 1.89
H 1.77 -0.14 0.94
H 1.16 -1.66 1.36
H 1.65 -0.97 -1.18
H 0.05 -1.08 -1.96
C -3.42 0.94 0.70
O -3.15 0.85 2.09
C -3.21 -0.58 2.54
C -2.71 -0.39 4.02
C -1.24 -0.09 4.18
N -2.85 -1.72 4.70
H -4.49 0.83 0.53
H -2.96 0.17 0.08
H -2.94 1.87 0.41
H -4.21 -1.01 2.42
H -2.52 -1.15 1.92
H -3.36 0.24 4.62
H -1.16 0.81 3.57
H -0.58 -0.87 3.80
H -1.16 0.21 5.22
H -2.27 -1.56 5.52
H -3.79 -1.98 4.96
C 2.86 8.77 2.06
O 1.91 7.77 1.93
C 1.78 7.41 0.54
C 2.44 6.05 0.18
C 1.98 5.50 -1.14
N 2.17 5.11 1.25
H 3.77 8.36 1.61
H 3.12 8.95 3.10
H 2.66 9.75 1.63
H 0.71 7.23 0.47
H 1.94 8.23 -0.17
H 3.52 6.22 0.24
H 2.11 6.25 -1.91
H 0.96 5.16 -1.30
H 2.57 4.62 -1.40
H 2.07 5.65 2.09
H 3.05 4.61 1.27
C -1.62 5.39 -3.84
O -0.37 4.97 -4.25
C -0.26 4.24 -5.51
C 1.04 4.70 -6.17
C 1.22 4.28 -7.58
N 2.17 4.12 -5.39
H -1.65 5.77 -2.82
H -2.22 4.48 -3.73
H -2.21 6.00 -4.53
H -0.27 3.15 -5.50
H -1.02 4.58 -6.22
H 1.16 5.78 -6.17
H 0.97 3.22 -7.68
H 2.21 4.38 -8.04
H 0.63 4.82 -8.32
H 2.13 4.43 -4.43
H 2.04 3.12 -5.46
C 4.24 -1.38 -1.81
O 4.37 -0.38 -0.78
C 5.16 0.69 -1.34
C 5.50 1.65 -0.23
C 4.36 1.90 0.80
N 5.67 2.97 -0.77
H 4.15 -1.04 -2.84
H 3.38 -1.98 -1.51
H 5.14 -1.99 -1.74
H 6.13 0.30 -1.62
H 4.57 1.11 -2.16
H 6.33 1.42 0.44
H 3.53 2.49 0.40
H 4.77 2.50 1.62
H 3.73 1.08 1.13
H 6.56 3.41 -0.57
H 5.45 3.04 -1.75
C -5.19 -6.51 -2.04
O -4.77 -7.20 -0.92
C -3.52 -6.96 -0.38
C -3.25 -7.85 0.83
N -1.88 -7.72 1.28
C -1.62 -7.53 2.73
C -1.91 -6.05 3.27
O -1.00 -5.22 2.53
C -1.30 -3.83 2.82
H -4.60 -5.67 -2.41
H -6.24 -6.26 -1.88
H -5.27 -7.15 -2.92
H -3.46 -5.96 0.06
H -2.77 -7.15 -1.14
H -3.37 -8.91 0.61
H -3.93 -7.80 1.67
H -1.57 -6.94 0.71
H -0.63 -7.85 3.05
H -2.40 -8.16 3.17
H -1.93 -6.02 4.36
H -2.96 -5.86 3.03
H -0.82 -3.64 3.78
H -2.38 -3.69 2.90
H -0.81 -3.26 2.03
C -7.15 0.69 2.11
O -7.10 2.04 2.54
C -6.57 2.16 3.84
C -6.19 3.64 4.01
N -5.04 4.20 3.30
C -3.73 3.77 3.83
C -2.53 4.40 3.03
O -2.46 3.91 1.67
C -1.19 4.15 1.00
H -7.70 0.62 1.16
H -7.71 0.19 2.89
H -6.15 0.28 2.03
H -5.68 1.59 4.10
H -7.37 1.93 4.54
H -5.92 3.74 5.06
H -7.05 4.31 3.90
H -5.02 3.77 2.39
H -3.66 2.69 3.67
H -3.53 4.02 4.87
H -1.67 4.11 3.62
H -2.58 5.48 3.20
H -1.16 4.10 -0.08
H -0.45 3.43 1.36
H -0.86 5.13 1.35
C -1.35 -4.69 -2.41
O -0.26 -5.53 -2.53
C 0.48 -5.52 -1.30
C 1.77 -4.68 -1.40
N 2.55 -5.26 -2.45
C 3.43 -4.37 -3.19
C 4.15 -5.08 -4.36
O 5.04 -4.13 -4.96
C 5.59 -4.61 -6.19
H -2.04 -4.94 -3.22
H -1.09 -3.63 -2.47
H -2.07 -4.85 -1.61
H 0.58 -6.58 -1.08
H -0.19 -5.28 -0.47
H 2.32 -4.68 -0.46
H 1.46 -3.66 -1.64
H 1.96 -5.89 -2.98
H 4.13 -4.04 -2.42
H 2.97 -3.41 -3.40
H 3.50 -5.51 -5.12
H 4.53 -5.98 -3.87
H 6.35 -3.87 -6.47
H 4.77 -4.65 -6.90
H 5.96 -5.63 -6.15
O 4.90 -0.39 4.06
C 3.68 -0.91 3.44
C 3.39 -2.20 4.30
O 4.52 -3.04 4.34
H 5.31 -1.23 4.30
H 2.86 -0.22 3.63
H 3.91 -1.00 2.37
H 2.70 -2.87 3.80
H 3.27 -2.00 5.37
H 4.32 -3.91 3.98
*
```

Results
SMILES: COC[C@H](C)N.COC[C@H](C)N.COC[C@H](C)N.COC[C@H](C)N.COC[C@H](C)N.COCCNCCOC.COCCNCCOC.COCCNCCOC.OCCO
Energy above the lowest of the compared OMol25 structures with the same formula, charge and spin (kJ/mol): 427.76
LUMO (eV): 0.46
Max |F| (eV/A): 4.0
Orbital gap (hartree): 0.320

These are the Mulliken partial charges, in e, on atoms 1 to 4: number 1, C, carries -0.80; number 2, O, carries -0.25; number 3, C, carries -0.03; number 4, C, carries -0.62